Below is a 5-piece molecular cluster, C8H17BCl12N overall, with properties calculated with wB97M-V/def2-TZVPD.

Results
E_tot: -161007.516 eV
2S+1: 1
E_HOMO: -4.40 eV
Strongest force on any atom: 0.352 eV/A
Charge: -1

Each line ends with the Mulliken charge.
Atoms and positions in Å:
C (-2.58496, 2.57560, -1.42565)  -0.94
C (-1.89180, 1.53145, -2.29903)  -0.52
B (-1.63800, 0.07834, -1.59249)  0.36
C (-0.32207, 0.06750, -0.60337)  -0.33
N (-0.57135, 0.45828, 0.81143)  -0.07
C (-0.21397, -0.52614, 1.81459)  -0.51
H (-2.82041, 3.51106, -1.95136)  0.37
H (-1.97101, 2.86199, -0.56221)  0.18
H (-3.52233, 2.18583, -1.01130)  0.20
H (-2.46172, 1.42077, -3.23183)  0.23
H (-0.91916, 1.95403, -2.60324)  0.22
H (-1.50697, -0.81886, -2.44150)  -0.29
H (-2.63240, -0.18250, -0.88165)  -0.31
H (0.46374, 0.73125, -0.99960)  -0.13
H (0.12508, -0.93642, -0.59620)  0.07
H (-1.55964, 0.66204, 0.90753)  0.17
H (-0.99592, -1.27055, 2.03945)  0.15
H (0.05375, -0.04019, 2.75865)  0.15
H (0.66022, -1.08585, 1.46996)  0.13
C (3.63847, -0.54770, 0.00193)  0.03
Cl (3.52834, 0.56521, -1.35312)  -0.10
Cl (2.82064, -2.06201, -0.35245)  -0.13
Cl (5.33517, -0.84169, 0.43176)  -0.14
H (3.15028, -0.09602, 0.85680)  0.31
C (0.48618, 3.20833, 4.86783)  -0.01
Cl (-0.92847, 3.88874, 5.69007)  -0.15
Cl (1.23242, 1.95202, 5.87225)  -0.15
Cl (0.08293, 2.60132, 3.28159)  -0.02
H (1.21001, 4.00620, 4.76729)  0.28
C (4.80814, -2.61716, -3.52274)  0.76
Cl (4.74174, -1.48519, -4.86990)  -0.13
Cl (3.90583, -4.08738, -3.88662)  -0.14
Cl (6.48467, -2.99841, -3.10785)  -0.14
H (4.34836, -2.14693, -2.66214)  -0.36
C (-4.01072, -2.50454, 0.83123)  0.20
Cl (-4.11458, -0.89668, 1.50136)  -0.11
Cl (-4.13399, -3.74558, 2.09758)  -0.17
Cl (-5.23771, -2.77128, -0.40758)  -0.15
H (-3.03879, -2.59885, 0.36053)  0.17